{"formula": "C24H34BF9N2O15S", "method": "ωB97M-V/def2-TZVPD", "fmax_ev_per_a": 8.15, "homo_lumo_gap_ev": 8.42, "homo_energy_ev": -9.5, "total_energy_ha": -3494.49407, "smiles": "CCNB(CCN(CC)C(C)=O)S(=O)(=O)C(F)(F)C(F)(F)C(F)(F)C(F)(F)F.O=C1OCCO1.O=C1OCCO1.O=C1OCCO1.O=C1OCCO1", "elements": ["C", "C", "N", "B", "C", "C", "N", "C", "C", "C", "C", "O", "S", "O", "O", "C", "F", "F", "C", "F", "F", "C", "F", "F", "C", "F", "F", "F", "H", "H", "H", "H", "H", "H", "H", "H", "H", "H", "H", "H", "H", "H", "H", "H", "H", "H", "O", "C", "O", "C", "C", "O", "H", "H", "H", "H", "O", "C", "O", "C", "C", "O", "H", "H", "H", "H", "O", "C", "O", "C", "C", "O", "H", "H", "H", "H", "O", "C", "O", "C", "C", "O", "H", "H", "H", "H"], "xyz": [[0.165326, 1.629429, 4.299782], [0.593071, 0.803357, 2.913292], [1.020827, 1.864583, 1.918269], [0.818044, 1.421696, 0.482230], [-0.478976, 1.981845, -0.391944], [-1.865953, 1.141807, -0.150444], [-2.411096, 1.192233, 1.259703], [-3.485566, 2.254699, 1.431315], [-2.906438, 3.806391, 1.250901], [-3.135922, -0.131575, 1.556090], [-2.348296, -1.605504, 1.595910], [-4.474707, -0.208799, 1.769350], [2.002498, 0.251945, -0.467656], [2.768254, 1.172680, -1.458684], [1.033345, -0.629309, -1.349186], [3.082846, -0.739454, 0.690762], [3.549329, 0.226884, 1.755918], [2.216767, -1.713875, 1.392349], [4.449314, -1.360225, 0.034459], [5.241433, -0.349507, -0.763851], [5.350318, -1.664642, 1.211442], [4.273386, -2.783926, -0.752351], [3.671117, -3.879133, 0.048205], [5.674172, -3.249897, -1.077891], [3.479839, -2.721133, -2.178861], [3.486786, -1.409479, -2.861912], [2.102087, -3.327483, -2.050527], [4.212179, -3.665949, -3.103628], [1.134374, 2.259754, 4.582064], [-0.046173, 0.855789, 5.158033], [-0.738436, 2.356121, 4.124645], [-0.316075, 0.150254, 2.558561], [1.457629, 0.077921, 3.224704], [0.501537, 2.771743, 2.096218], [-0.565356, 3.141216, -0.121126], [-0.273928, 1.964932, -1.567190], [-2.697902, 1.639194, -0.845017], [-1.725642, 0.043069, -0.569508], [-3.948760, 2.232779, 2.530394], [-4.365788, 2.166177, 0.630766], [-3.002933, 4.177527, 0.144104], [-3.480041, 4.586898, 1.936334], [-1.783237, 3.838767, 1.593349], [-1.184217, -1.474573, 1.378189], [-2.552117, -2.204184, 2.585296], [-2.781948, -2.209327, 0.667013], [-4.453317, -4.452902, 5.087931], [-5.416546, -3.785340, 4.749946], [-6.667126, -3.909710, 5.282916], [-7.431393, -2.822479, 4.796322], [-6.725170, -2.443425, 3.535149], [-5.384079, -2.816947, 3.788272], [-8.466980, -3.125285, 4.618815], [-7.417787, -2.019607, 5.540832], [-7.090311, -3.002585, 2.667215], [-6.796458, -1.372928, 3.323930], [8.674245, -1.819638, -7.357329], [8.206813, -2.300731, -6.338634], [7.718304, -1.570561, -5.293797], [7.071297, -2.480013, -4.423608], [7.729884, -3.783973, -4.738164], [8.105160, -3.640094, -6.094845], [7.210693, -2.184091, -3.380230], [6.000342, -2.486538, -4.651850], [8.630236, -3.953133, -4.138123], [7.053135, -4.633359, -4.610834], [-0.280401, 5.344324, 2.525676], [0.398240, 5.750474, 1.597143], [1.713888, 5.439037, 1.408596], [2.067878, 5.911190, 0.122240], [1.069353, 6.993160, -0.133263], [-0.059378, 6.576814, 0.611544], [3.096046, 6.283292, 0.115267], [1.982893, 5.086237, -0.592821], [1.401977, 7.966404, 0.242843], [0.820819, 7.088041, -1.193869], [-3.787275, 0.266123, -1.778312], [-3.633961, -0.690504, -2.519287], [-4.138954, -0.775413, -3.784690], [-3.558397, -1.918979, -4.383154], [-3.179663, -2.765097, -3.211131], [-2.935498, -1.816335, -2.190177], [-4.274468, -2.417246, -5.042406], [-2.689490, -1.607100, -4.972061], [-3.992561, -3.426193, -2.892623], [-2.286963, -3.366607, -3.403303]], "forces_ev_per_angstrom": [[1.0, -0.4, -0.4], [-0.5, -0.1, 2.3], [-1.4, -1.0, -2.5], [-1.6, 2.3, 2.7], [0.9, 0.7, -1.2], [-0.1, 0.8, -1.6], [-2.9, -2.4, 0.0], [-1.0, 2.5, 0.2], [0.4, -0.2, 0.3], [-5.1, -1.2, 0.7], [0.3, 0.8, -1.3], [8.0, 0.9, -1.0], [-2.8, 0.9, -7.5], [-1.2, -2.6, 4.1], [3.4, 1.6, 3.9], [0.8, 0.3, 3.6], [-1.4, -3.0, -3.4], [3.0, 2.7, -2.4], [3.2, 0.3, 2.1], [-3.2, -3.6, 2.5], [-2.9, 0.8, -3.7], [1.9, -2.5, -0.1], [1.9, 4.0, -2.4], [-4.4, 1.7, 1.1], [-1.0, -1.7, -3.4], [-0.2, -4.8, 2.8], [5.0, 2.7, -0.5], [-2.5, 3.2, 2.9], [-2.2, -1.3, -0.5], [0.3, 1.6, -1.7], [1.7, -1.5, 0.3], [1.7, 1.4, 0.6], [-1.5, 1.5, -0.9], [0.6, -1.6, -0.2], [-0.1, -2.5, -0.4], [-0.5, -0.1, 2.5], [2.2, -1.0, 1.6], [-0.2, 2.3, 1.2], [1.2, -0.4, -2.6], [1.9, -0.3, 1.8], [0.3, -0.8, 2.1], [1.1, -1.9, -1.4], [-2.3, 0.0, -0.7], [-2.5, -0.3, 0.7], [0.3, 1.5, -2.0], [0.8, 1.3, 2.1], [-2.1, 1.5, -0.7], [2.0, -1.3, 0.6], [0.9, -0.2, -0.3], [-1.0, 0.3, 0.3], [-0.4, 0.7, -0.9], [0.2, -0.7, 0.8], [0.2, -0.1, 0.1], [0.0, -0.1, -0.1], [0.0, 0.0, 0.1], [0.3, -0.2, 0.0], [-1.1, -1.1, 2.3], [1.0, 1.1, -2.2], [0.5, -0.3, -0.8], [-0.7, 0.3, 0.9], [0.0, -0.9, 0.6], [0.1, 0.9, -0.4], [0.0, 0.1, -0.2], [0.1, 0.0, 0.0], [-0.1, 0.0, 0.0], [0.2, 0.1, -0.2], [1.5, 0.8, -1.9], [-1.2, -0.6, 1.7], [-1.0, 0.1, 0.4], [1.0, -0.2, -0.7], [0.1, 0.9, -0.8], [0.1, -0.8, 0.8], [-0.2, -0.2, 0.2], [0.0, 0.1, 0.1], [0.0, -0.1, 0.0], [-0.1, 0.0, 0.2], [-0.2, -2.5, -2.0], [-0.5, 1.8, 1.3], [0.2, 0.3, 1.1], [0.0, -0.3, -1.1], [0.2, -1.2, 0.0], [-0.4, 1.0, 0.0], [0.0, 0.2, 0.1], [-0.1, 0.0, 0.1], [0.1, 0.1, 0.0], [-0.1, 0.2, 0.2]], "mulliken_charge": [-1.147, 0.329, -0.063, -0.154, -0.359, -0.460, 0.604, -0.439, -0.526, 0.289, -0.461, -0.629, 1.175, -0.697, -0.634, 0.501, -0.264, -0.249, 0.466, -0.224, -0.304, 0.499, -0.233, -0.271, 0.674, -0.172, -0.223, -0.276, 0.312, 0.363, 0.242, -0.237, 0.225, 0.010, -0.040, 0.259, 0.516, 0.198, 0.387, 0.201, 0.216, 0.337, -0.159, -0.003, 0.285, 0.154, -0.559, 0.578, -0.326, -0.326, -0.257, -0.159, 0.303, 0.264, 0.245, 0.234, -0.550, 0.605, -0.328, 0.048, -0.313, -0.318, 0.191, 0.101, 0.265, 0.283, -0.546, 0.717, -0.279, -0.197, -0.424, -0.303, 0.328, 0.179, 0.284, 0.312, -0.517, 0.571, -0.336, -0.365, -0.327, -0.223, 0.302, 0.272, 0.263, 0.291]}